DFT (ωB97M-V/def2-TZVPD) results for a structure of composition C19H37As3BrClN2O2Zn at a distorted geometry.

Cartesian coordinates (Å):
Zn -1.615212 -0.921927 2.581438
N 0.522913 -1.040550 2.779786
C 0.867033 -1.996352 3.860227
C 0.365614 -1.497202 5.205192
C -1.163742 -1.270132 5.276301
O -1.613593 -0.702720 6.255857
O -1.844421 -1.696363 4.262329
H 0.929355 -1.351256 1.904987
H 0.934626 -0.134556 2.988038
H 1.948190 -2.157226 3.903544
H 0.384295 -2.944628 3.623857
H 0.850691 -0.554906 5.476955
H 0.624927 -2.217656 5.981674
C -0.160993 -3.467858 -2.236809
As 0.666889 -2.451256 -0.781156
C 1.965544 -3.856613 -0.279300
C 1.989088 -1.372187 -1.787399
C 1.618144 0.060353 -2.227508
C 2.805267 0.564810 -3.063932
C 1.460928 1.081339 -1.073422
As -0.099746 1.163027 0.177271
C 0.637471 2.770610 1.065656
C -1.383662 2.126443 -0.958656
C 0.342421 0.069762 -3.080743
As 0.406998 -0.959801 -4.775672
C 0.877637 0.514339 -5.995539
C -1.526984 -0.833861 -5.107488
H 0.570192 -3.768190 -2.986892
H -0.947111 -2.880090 -2.707851
H -0.627072 -4.351823 -1.801689
H 2.476647 -4.256591 -1.155913
H 1.431181 -4.669213 0.214045
H 2.714068 -3.470945 0.415453
H 2.251342 -1.941575 -2.683716
H 2.888656 -1.320160 -1.164888
H 3.704078 0.637541 -2.448229
H 2.596065 1.553487 -3.479232
H 3.013467 -0.121065 -3.888558
H 1.479215 2.077093 -1.529292
H 2.346659 1.019171 -0.430313
H 0.960413 3.514543 0.335484
H 1.495432 2.499828 1.683670
H -0.115973 3.224644 1.711041
H -0.880226 2.772340 -1.679005
H -2.021697 2.738699 -0.320398
H -2.018046 1.416360 -1.486991
H 0.083459 1.102655 -3.335007
H -0.484020 -0.339057 -2.488556
H 1.944218 0.732073 -5.974856
H 0.325926 1.421640 -5.743866
H 0.615640 0.222353 -7.012894
H -2.081968 -1.482397 -4.430561
H -1.747268 -1.140513 -6.129530
H -1.868022 0.193125 -4.967993
Cl -0.702068 3.851278 5.620762
C -1.624495 3.075406 4.393059
C -2.674010 3.731468 3.770286
C -3.372778 3.053900 2.784949
C -2.991472 1.766980 2.447643
N -1.976565 1.145509 3.050422
C -1.315631 1.779479 4.015940
H -2.930518 4.743600 4.051193
H -4.209132 3.515764 2.279803
H -3.509304 1.207138 1.678356
H -0.521604 1.241907 4.517855
Br -3.067358 -1.419996 0.900782

Atomic forces in eV per Å
0.5 0.5 -0.4
0.0 -0.1 0.2
0.0 0.0 0.2
-0.2 0.0 -0.2
0.2 0.1 0.1
0.0 0.0 -0.1
-0.2 -0.4 1.0
-0.1 0.0 -0.3
0.0 0.0 -0.1
0.0 0.0 0.0
0.0 0.0 0.0
0.0 0.0 0.1
0.0 0.0 0.0
-0.1 0.1 0.0
0.3 0.0 0.3
-0.1 0.0 0.0
-0.1 0.2 0.0
-0.1 0.0 0.0
-0.1 0.0 0.0
0.0 -0.1 -0.1
0.4 0.1 -0.2
-0.1 0.0 0.0
0.0 -0.1 0.0
0.1 0.0 0.1
-0.1 0.1 -0.1
0.0 0.0 0.0
0.0 0.0 0.0
0.0 0.0 0.0
0.0 0.0 0.0
0.0 0.0 0.0
0.0 0.0 0.0
0.0 0.0 0.0
-0.1 0.1 0.0
0.1 0.0 0.1
0.0 -0.1 0.0
0.0 0.0 0.0
0.0 0.0 0.0
0.0 0.0 0.0
0.0 0.0 0.0
0.0 0.0 0.1
0.0 0.0 0.0
0.0 0.0 0.0
0.0 0.0 0.0
0.0 0.0 0.0
0.0 0.0 0.0
0.0 0.0 0.0
-0.1 0.0 0.0
-0.1 0.0 -0.1
0.0 0.0 0.1
0.0 0.0 0.0
0.0 0.0 0.0
0.0 0.0 0.0
0.0 0.0 0.0
0.0 0.0 0.0
0.1 0.0 0.1
-0.1 0.0 -0.1
0.0 -0.1 0.0
0.1 0.0 0.0
-0.1 0.1 0.0
-0.1 0.1 0.1
0.1 0.0 0.1
0.0 0.0 0.0
0.0 0.0 0.0
0.0 -0.1 0.0
0.0 0.0 0.0
-0.3 -0.2 -0.6

Values from the calculation:
* maximum force: 1.115 eV/Å
* gap between HOMO and LUMO: 8.4 eV

DFT (ωB97M-V/def2-TZVPD) results for a structure of composition C21H25N3O3 at a distorted geometry.

Cartesian coordinates (Å):
O 7.973439 -1.509479 0.746356
N 7.163461 -0.606384 0.405273
O 7.538751 0.440110 0.211887
C 5.838805 -0.841321 0.395188
C 5.051045 0.173498 -0.080220
C 3.759577 0.087173 0.116963
C 3.279964 -1.058054 0.444637
C 4.004756 -2.411833 0.699812
C 5.403629 -2.209206 0.721552
H 6.025148 -2.891595 0.902826
H 3.607083 -3.362810 1.135069
C 1.703649 -1.558247 0.547252
O 1.233856 -2.740543 0.135195
H 1.380676 -3.225068 1.240060
H 1.204032 -0.971723 -0.427347
C 1.206665 -0.651959 1.869125
N -0.265952 -0.329082 1.762464
C -0.672573 0.671287 0.982104
C -2.274424 0.940349 1.419508
N -3.011062 -0.041345 1.401161
C -2.549811 -1.238444 2.162312
C -1.079649 -1.532214 1.988778
H -0.855054 -2.366165 2.629454
H -1.151124 -1.912101 0.936075
H -3.338417 -2.290248 2.153202
H -2.657340 -0.798239 3.246046
C -4.371763 0.358868 1.365388
C -5.088268 0.924706 0.473682
C -4.439093 1.024181 -0.840631
C -5.079865 1.690573 -2.063604
C -6.051939 2.544427 -1.923864
C -6.453165 3.134170 -3.216226
C -6.066587 2.835032 -4.345257
C -5.036221 1.843989 -4.582758
C -4.563812 1.234747 -3.367655
H -3.981007 0.364739 -3.213756
H -4.778938 1.342122 -5.521354
H -6.377986 3.521720 -5.128789
H -7.196302 4.027195 -3.015437
H -6.276015 2.972269 -0.849189
H -3.723940 0.475759 -1.059394
H -5.735462 1.755395 0.808375
H -4.413075 0.908613 2.439335
H -4.913420 -0.562474 1.584775
H -2.416104 1.687289 0.745435
H -2.235391 1.481749 2.317519
H -0.091000 1.540658 0.966142
H -0.840320 0.372088 -0.199600
H 1.288353 -1.568500 2.661466
H 1.773895 0.155382 2.096506
H 2.968334 0.776337 -0.074145
H 5.425141 1.123426 -0.075961

Atomic forces in eV per Å
-1.3 -0.2 -0.4
3.6 -6.5 2.7
2.8 8.2 -2.0
-3.4 -4.0 -0.9
2.9 -0.3 2.1
-3.7 1.5 -1.1
-4.4 -12.8 2.0
2.5 4.2 0.5
-6.8 7.1 -2.2
5.2 -5.2 1.6
-0.1 1.1 -1.0
0.2 10.4 -4.0
1.4 -4.3 7.6
-1.1 0.6 -5.0
1.3 -0.1 2.3
-4.3 -7.6 -1.3
4.5 -3.4 5.3
-5.6 -0.5 -3.6
10.9 7.0 -0.3
-5.1 -10.3 -3.6
-3.4 0.8 3.6
-2.2 0.7 -4.9
1.1 0.4 0.6
0.5 -0.9 0.4
2.6 3.4 -0.5
0.0 -1.2 -1.0
3.5 -6.0 12.6
-0.4 7.4 -12.5
-10.7 5.1 3.8
3.7 -3.7 0.7
-1.8 3.7 -0.4
-5.3 4.4 11.8
4.0 -1.8 -9.0
0.1 -2.2 3.5
-2.5 2.4 -0.5
1.0 -0.6 -0.9
-0.1 0.8 0.2
0.0 -0.6 -0.4
1.4 -1.8 -0.9
-0.1 -0.8 -2.7
6.9 -5.2 -1.5
-0.4 -1.0 -0.6
-0.8 -0.5 -1.6
-0.3 -0.6 0.7
-1.5 2.1 -2.4
0.3 1.0 2.6
0.9 1.3 0.5
0.5 0.4 2.0
0.0 2.5 -0.9
1.9 2.3 0.4
0.1 1.3 -0.3
1.6 2.2 -1.1

Values from the calculation:
* maximum force: 14.530 eV/Å
* gap between HOMO and LUMO: 7.2 eV

> Which of these has the lowest maximum force?

C19H37As3BrClN2O2Zn